A structure of composition C4H6N2O. Source: the Open Molecules 2025 dataset; level of theory: ωB97M-V/def2-TZVPD.

The geometry in XYZ format:
```
13
Properties=species:S:1:pos:R:3:lowdin_charge:R:1
O 0.86 -1.18 -2.41 0.103
N -0.02 -1.43 -0.24 0.084
N -1.31 -0.69 0.35 0.062
C 0.00 0.67 -1.06 -0.002
C 0.29 -0.62 -1.35 -0.480
C -0.40 0.33 0.32 -0.350
C 0.17 0.99 1.53 -0.005
H -0.22 2.01 1.55 0.098
H 1.25 1.06 1.43 0.096
H -0.10 0.49 2.46 0.081
H 0.01 1.60 -1.59 0.091
H -1.38 -1.08 1.29 0.104
H 0.84 -2.14 -2.28 0.119
```

Its energy above the lowest of the compared OMol25 structures with the same formula, charge and spin is 481.6 kJ/mol. The orbital gap comes out at 8.309 eV. As for the total energy: -9268.5104 eV. The highest occupied orbital energy is -7.56 eV. Its LUMO energy is 0.75 eV.

The molecule C4H6N2O. Source: the Open Molecules 2025 dataset; level of theory: ωB97M-V/def2-TZVPD.

The geometry in XYZ format:
```
13
Properties=species:S:1:pos:R:3:lowdin_charge:R:1
O 2.42 -1.13 -0.04 0.063
N -2.25 -0.48 0.27 0.075
N 0.10 -0.98 0.13 0.138
C 1.30 -0.35 0.00 -0.396
C 1.09 1.00 -0.08 -0.051
C -0.33 1.19 -0.01 -0.060
C -0.91 -0.04 0.13 -0.389
H 3.10 -0.65 -0.52 0.110
H -0.85 2.14 -0.06 0.096
H 1.85 1.76 -0.18 0.097
H -2.82 0.24 0.68 0.077
H -0.03 -1.96 0.30 0.161
H -2.65 -0.73 -0.62 0.079
```

Its energy above the lowest of the compared OMol25 structures with the same formula, charge and spin is 83.8 kJ/mol. The orbital gap comes out at 8.283 eV. As for the total energy: -9272.6333 eV. The highest occupied orbital energy is -7.41 eV. As for the structure (SMILES): Nc1ccc(O)[nH]1. Its LUMO energy is 0.87 eV.

The molecule C4H6N2O. Source: the Open Molecules 2025 dataset; level of theory: ωB97M-V/def2-TZVPD.

The geometry in XYZ format:
```
13
Properties=species:S:1:pos:R:3:lowdin_charge:R:1
O -1.39 1.78 1.26 0.073
N 2.11 -0.75 -0.69 0.069
N 0.48 0.65 0.47 0.123
C -1.47 -0.27 -0.15 -0.043
C 0.78 -0.50 -0.27 -0.394
C -0.39 -1.09 -0.65 -0.044
C -0.89 0.74 0.55 -0.406
H -2.53 -0.43 -0.28 0.097
H -2.35 1.74 1.20 0.112
H 2.79 -0.56 0.04 0.072
H 1.01 0.83 1.31 0.157
H 2.32 -0.18 -1.50 0.082
H -0.48 -1.96 -1.29 0.101
```

Its energy above the lowest of the compared OMol25 structures with the same formula, charge and spin is 108.6 kJ/mol. The orbital gap comes out at 8.396 eV. As for the total energy: -9272.3759 eV. The highest occupied orbital energy is -7.60 eV. As for the structure (SMILES): Nc1ccc(O)[nH]1. Its LUMO energy is 0.80 eV.

The molecule C4H6N2O at a distorted geometry. Source: the Open Molecules 2025 dataset; level of theory: ωB97M-V/def2-TZVPD.

The geometry in XYZ format:
```
13
Properties=species:S:1:pos:R:3:lowdin_charge:R:1
O -2.36 0.22 -0.26 0.023
N 1.67 0.79 1.30 0.138
N -0.45 0.23 1.07 0.057
C -0.15 -0.65 -1.07 -0.006
C 0.86 -0.07 0.82 -0.475
C -0.99 0.28 -0.25 -0.469
C 0.99 -0.85 -0.42 -0.005
H -0.42 -0.98 -2.07 0.117
H -0.53 1.41 -0.57 0.219
H -2.53 -0.73 -0.29 0.106
H -0.57 1.08 1.63 0.148
H 1.91 -1.31 -0.77 0.115
H 2.56 0.56 0.88 0.032
```

Its energy above the lowest of the compared OMol25 structures with the same formula, charge and spin is 240.7 kJ/mol. The orbital gap comes out at 9.540 eV. As for the total energy: -9271.0076 eV. The highest occupied orbital energy is -9.00 eV. As for the structure (SMILES): [H]/N=C1\C=C[C@@H](O)N1. Its LUMO energy is 0.54 eV.

The molecule C4H6N2O. Source: the Open Molecules 2025 dataset; level of theory: ωB97M-V/def2-TZVPD.

The geometry in XYZ format:
```
13
Properties=species:S:1:pos:R:3:lowdin_charge:R:1
O 1.47 0.90 2.14 0.063
N -1.14 0.75 -0.33 0.086
N 0.75 -0.25 0.22 0.154
C 0.56 0.75 1.14 -0.375
C -0.49 -1.22 -1.73 -0.026
C -0.31 -0.21 -0.65 -0.413
C -0.60 1.37 0.78 -0.099
H -1.54 -1.22 -2.03 0.079
H -1.09 2.20 1.27 0.102
H -0.24 -2.22 -1.36 0.076
H 0.98 1.05 2.96 0.113
H 1.54 -0.87 0.20 0.164
H 0.12 -1.03 -2.61 0.076
```

Its energy above the lowest of the compared OMol25 structures with the same formula, charge and spin is 57.2 kJ/mol. The orbital gap comes out at 8.842 eV. As for the total energy: -9272.9091 eV. The highest occupied orbital energy is -8.17 eV. As for the structure (SMILES): Cc1ncc(O)[nH]1. Its LUMO energy is 0.67 eV.

The molecule C4H6N2O at a distorted geometry. Source: the Open Molecules 2025 dataset; level of theory: ωB97M-V/def2-TZVPD.

The geometry in XYZ format:
```
13
Properties=species:S:1:pos:R:3:lowdin_charge:R:1
O 0.50 0.89 -0.76 -0.063
N -0.02 -0.58 1.43 0.129
N 1.96 1.65 0.75 0.123
C 1.16 0.74 0.41 -0.303
C -1.13 -0.90 0.97 -0.095
C -0.18 -0.26 -1.23 -0.214
C -1.46 -0.49 -0.45 -0.177
H -0.37 -0.08 -2.29 0.125
H 2.43 1.50 1.64 0.038
H -2.09 -1.25 -0.92 0.107
H -2.05 0.44 -0.42 0.123
H 0.77 -0.52 2.01 0.084
H 0.47 -1.14 -1.14 0.125
```

Its energy above the lowest of the compared OMol25 structures with the same formula, charge and spin is 521.3 kJ/mol. The orbital gap (spin up / spin down) comes out at 7.848 / 7.848 eV. As for the total energy: -9268.0993 eV. The highest occupied orbital energy (spin up / spin down) is -7.56 / -7.55 eV. Its LUMO energy (spin up / spin down) is 0.29 / 0.29 eV.

The molecule C4H6N2O2 at a distorted geometry. Source: the Open Molecules 2025 dataset; level of theory: ωB97M-V/def2-TZVPD.

The geometry in XYZ format:
```
14
Properties=species:S:1:pos:R:3:lowdin_charge:R:1
O 1.79 -1.71 -1.15 0.078
O 2.26 -0.50 0.66 0.111
N -0.15 0.06 1.27 -0.115
N -0.94 1.18 1.15 0.032
C 1.42 -1.00 -0.23 -0.506
C -0.06 -0.67 0.06 -0.224
C -0.69 0.32 -1.08 -0.060
C -1.19 1.39 -0.11 -0.145
H 1.61 0.10 1.15 0.108
H -0.66 -1.58 0.01 0.150
H -0.17 -0.42 2.28 0.217
H -0.05 0.73 -1.90 0.121
H -1.64 2.32 -0.43 0.103
H -1.53 -0.22 -1.67 0.131
```

Its energy above the lowest of the compared OMol25 structures with the same formula, charge and spin is 194.0 kJ/mol. The orbital gap comes out at 9.915 eV. As for the total energy: -11319.0314 eV. The highest occupied orbital energy is -9.33 eV. As for the structure (SMILES): O=C(O)[C@@H]1CC=NN1. Its LUMO energy is 0.59 eV.

The molecule C4H6N2O2 at a distorted geometry. Source: the Open Molecules 2025 dataset; level of theory: ωB97M-V/def2-TZVPD.

The geometry in XYZ format:
```
14
Properties=species:S:1:pos:R:3:lowdin_charge:R:1
O -2.77 0.55 0.58 0.002
O 2.40 -0.55 0.70 -0.026
N 0.80 0.80 -0.35 -0.023
N 1.73 1.67 -0.18 0.049
C 0.27 -1.36 -0.24 -0.015
C 1.27 -0.43 0.18 -0.536
C -1.05 -0.94 -0.33 -0.115
C -1.51 0.06 0.50 -0.165
H 1.72 2.31 -0.98 0.118
H 0.69 -2.36 -0.41 0.129
H -0.88 0.66 1.26 0.161
H -1.77 -1.59 -0.89 0.129
H -3.47 0.09 -0.01 0.165
H 2.58 1.09 0.18 0.125
```

Its energy above the lowest of the compared OMol25 structures with the same formula, charge and spin is 427.8 kJ/mol. The orbital gap (spin up / spin down) comes out at 7.456 / 7.269 eV. As for the total energy: -11316.6077 eV. The highest occupied orbital energy (spin up / spin down) is -7.84 / -7.53 eV. Its LUMO energy (spin up / spin down) is -0.39 / -0.26 eV.

A structure of composition C4H6N2O2 at a distorted geometry. Source: the Open Molecules 2025 dataset; level of theory: ωB97M-V/def2-TZVPD.

The geometry in XYZ format:
```
14
Properties=species:S:1:pos:R:3:lowdin_charge:R:1
O -3.37 -0.95 0.28 -0.066
O 3.30 0.56 0.15 -0.083
N -2.03 1.08 -0.24 0.048
N 0.52 0.58 0.52 0.022
C -2.24 -0.33 -0.04 -0.229
C -0.57 1.33 0.10 -0.121
C 2.72 -0.60 -0.13 -0.169
C 1.19 -0.78 0.15 -0.178
H 1.20 -1.48 1.03 0.115
H -2.69 1.78 0.09 0.134
H 3.58 -1.45 -0.72 0.190
H -1.51 -1.06 -0.52 0.121
H 0.40 -1.10 -0.66 0.110
H -0.49 2.43 0.00 0.106
```

Its energy above the lowest of the compared OMol25 structures with the same formula, charge and spin is 618.8 kJ/mol. The orbital gap comes out at 9.324 eV. As for the total energy: -11314.6283 eV. The highest occupied orbital energy is -9.46 eV. Its LUMO energy is -0.14 eV.

The molecule C4H6N2O2 at a distorted geometry. Source: the Open Molecules 2025 dataset; level of theory: ωB97M-V/def2-TZVPD.

The geometry in XYZ format:
```
14
Properties=species:S:1:pos:R:3:lowdin_charge:R:1
O 2.64 -1.74 0.10 0.019
O 3.16 0.35 0.74 0.055
N 2.42 -0.52 0.26 -0.390
N 1.16 -0.16 0.01 -0.072
C 0.22 -1.18 -0.84 -0.053
C -1.87 -1.07 0.62 0.138
C -0.94 -1.23 -0.10 -0.173
C 0.59 1.07 0.36 -0.063
H 0.04 -0.79 -1.82 0.125
H 0.75 1.81 -0.43 0.098
H -0.53 1.04 0.44 0.095
H 0.61 -2.17 -0.73 0.115
H -2.56 -1.40 1.32 0.029
H 1.09 1.48 1.19 0.074
```

Its energy above the lowest of the compared OMol25 structures with the same formula, charge and spin is 695.3 kJ/mol. The orbital gap comes out at 10.691 eV. As for the total energy: -11313.8351 eV. The highest occupied orbital energy is -10.08 eV. As for the structure (SMILES): C#CCN(C)[N+](=O)[O-]. Its LUMO energy is 0.61 eV.